Here is a 4-piece molecular cluster, C3H12O5 overall from the Open Molecules 2025 dataset. Energies are from ωB97M-V/def2-TZVPD.

Last column: Mulliken spin population.
Element x y z (Å)
O: 1.259 -0.420 1.564  0.48
C: 0.231 -0.279 1.064  0.01
C: -0.484 1.077 0.780  0.16
C: -1.853 1.470 1.431  0.01
O: -2.963 0.948 0.663  0.04
H: -0.460 -1.102 0.680  0.13
H: 0.380 1.813 1.083  0.02
H: -0.694 1.236 -0.399  0.01
H: -2.058 1.103 2.395  0.01
H: -1.920 2.547 1.614  0.03
H: -2.627 0.868 -0.276  0.00
H: 0.512 -1.524 -1.142  0.00
H: -0.920 -1.597 -1.106  0.00
O: -0.113 -2.164 -1.280  0.12
H: 0.710 0.680 -2.389  0.00
H: 2.039 0.538 -1.741  0.00
O: 1.302 0.149 -1.934  0.00
H: 2.621 -2.483 0.122  0.00
H: 2.373 -0.988 -0.510  0.00
O: 2.665 -1.873 -0.616  0.01

Properties
Gap between HOMO and LUMO (alpha / beta) (eV): 9.477 / 5.105
HOMO energy (alpha / beta) (eV): -15.18 / -15.08
Multiplicity: 2
Energy relative to the best compared isomer or geometry (same formula, charge and spin) (kcal per mole): 77.9
Energy (eV): -13530.339
Charge: +1
LUMO energy (alpha / beta) (eV): -5.70 / -9.98